ORCA calculation (wB97M-V/def2-TZVPD) on a structure of composition C25H20MnN8O6S.

Structure (XYZ):
```
61
Properties=species:S:1:pos:R:3
Mn 0.32 -1.77 0.41
N -2.06 -4.09 2.97
C -1.53 -2.88 2.76
N -0.85 -2.91 1.64
C -1.01 -4.19 1.19
N -1.75 -4.94 1.97
C -0.40 -4.53 -0.09
C -0.53 -5.76 -0.73
N 0.02 -5.98 -1.92
C 0.68 -4.96 -2.46
C 0.83 -3.73 -1.84
N 0.29 -3.52 -0.64
H -2.64 -4.40 3.73
H -1.65 -2.03 3.42
H -1.08 -6.56 -0.26
H 1.12 -5.13 -3.44
H 1.35 -2.90 -2.30
C -0.71 5.30 -1.21
C -0.09 3.95 -1.36
C -0.58 3.03 -2.28
C 0.03 1.79 -2.46
C 1.15 1.48 -1.71
C 1.65 2.37 -0.77
C 1.03 3.59 -0.60
S 2.03 -0.03 -2.01
O 3.41 0.31 -2.21
O 1.33 -0.71 -3.08
N 1.84 -0.89 -0.67
C 2.81 -1.30 0.19
C 4.19 -1.05 0.25
C 4.90 -1.62 1.28
C 4.27 -2.42 2.24
C 2.92 -2.62 2.11
N 2.21 -2.08 1.12
H -1.68 5.35 -1.71
H -0.07 6.08 -1.64
H -0.86 5.56 -0.16
H -1.45 3.28 -2.87
H -0.34 1.08 -3.18
H 2.53 2.11 -0.19
H 1.42 4.30 0.13
H 4.65 -0.44 -0.51
H 5.97 -1.44 1.34
H 4.83 -2.87 3.05
H 2.37 -3.23 2.82
O -1.36 -0.76 -0.24
C -1.07 0.15 0.57
O -0.08 0.00 1.34
C -1.87 1.41 0.61
C -1.51 2.42 1.49
C -2.21 3.61 1.50
C -3.27 3.75 0.62
C -3.66 2.75 -0.25
C -2.95 1.57 -0.25
N -4.00 5.04 0.60
O -4.95 5.14 -0.15
O -3.61 5.92 1.33
H -0.66 2.27 2.14
H -1.95 4.43 2.16
H -4.50 2.92 -0.92
H -3.20 0.77 -0.93
```

The calculation puts the strongest force on any atom at 0.0028 Eh/bohr. For the LUMO energy (spin up / spin down), the calculation gives -0.6 / -0.6 eV. Its spin multiplicity is 2.

Results of the Löwdin charge analysis, in e, for atoms 1 through 5: 0.630 0.036 -0.084 0.078 -0.277